# 1
C12H13IO2 | ωB97M-V/def2-TZVPD

Structure (XYZ):
```
28
Properties=species:S:1:pos:R:3:forces:R:3:lowdin_charge:R:1
C 2.50596 2.80888 1.48089 -1.65 -2.37 -0.69 -0.07
C 2.99215 1.53967 1.02567 2.10 4.05 0.77 -0.06
C 1.14857 3.02570 1.36818 -0.46 1.18 1.58 -0.08
C 2.17156 0.65120 0.41345 0.33 0.61 0.51 -0.04
C 0.29489 2.04394 0.92865 2.21 -0.20 -0.61 -0.03
C 0.81831 0.89358 0.41357 -0.79 -1.77 -0.01 -0.21
C -0.78529 -0.95038 1.13594 0.60 -0.38 -1.99 -0.50
C -0.29724 -0.50782 -1.30020 -1.39 -2.38 2.64 -0.08
C -1.89171 -2.26268 -2.91816 -0.59 0.35 -0.49 -0.55
C -0.09175 -0.23815 0.02913 0.55 1.16 -2.19 -0.07
C 0.34894 0.11597 -2.43598 1.09 -2.06 -1.36 -0.08
C -2.86227 -2.02775 1.46914 0.68 1.86 1.27 -0.02
O -0.38677 -1.22414 2.22431 0.44 0.37 1.18 0.14
O -1.91279 -1.36652 0.60715 -2.14 -0.81 -0.78 -0.09
I -0.66974 -3.83193 -3.31114 0.19 -0.44 -0.01 0.75
H 3.03498 3.49353 2.07775 1.19 0.67 0.20 0.08
H 4.09923 1.60288 1.10228 -0.73 -1.41 -0.28 0.11
H 0.69352 3.89836 1.86692 0.36 -0.23 -0.53 0.11
H 2.57055 -0.23390 0.03219 0.40 -1.40 -0.60 0.11
H -0.71734 2.12972 0.97534 -2.76 0.51 0.15 0.09
H -0.99685 -1.44532 -1.54865 1.40 2.21 0.60 0.03
H -2.73704 -2.69880 -2.34720 0.25 -0.12 0.14 -0.10
H 1.13954 -0.55236 -2.88808 -0.94 0.22 0.33 0.11
H 0.88854 0.95462 -2.21521 1.32 2.37 1.09 0.04
H -0.29347 0.40264 -3.22825 -1.02 -0.12 -0.75 0.07
H -3.50356 -1.12345 1.81548 0.30 -2.07 -0.52 0.12
H -2.17074 -2.25635 2.34057 -1.64 -0.84 -0.66 0.10
H -3.39018 -2.84113 0.88627 0.70 1.03 1.04 0.11
```
Forces are in eV/Å.

Properties
- energy above the lowest of the compared OMol25 structures with the same formula, charge and spin (kcal per mole) = 89.66
- calculated total energy (eV) = -24844.417
- largest force on an atom (hartree/bohr) = 0.0901
- orbital gap (spin up / spin down) (eV) = 7.47 / 7.47
- highest occupied orbital energy (spin up / spin down) (eV) = -8.786 / -8.786
- multiplicity = 1

---

# 2
C24H18BF4N4O3Pd | ωB97M-V/def2-TZVPD

Structure (XYZ):
```
55
Properties=species:S:1:pos:R:3:forces:R:3:lowdin_charge:R:1
Pd -0.46264 0.45271 -0.05242 -0.68 1.74 -1.42 1.16
C -1.19776 -4.89340 0.33831 0.12 -0.11 -0.03 0.05
C -0.19860 -4.15525 -0.29782 0.02 0.09 -0.03 0.00
C -0.41814 -2.83699 -0.58414 0.10 0.01 0.12 0.08
C -1.70347 -2.25261 -0.28288 0.00 -0.04 0.19 -0.22
C -2.69559 -3.03515 0.42744 -0.16 -0.12 0.02 0.03
C -2.43322 -4.33786 0.71173 -0.16 0.17 0.00 -0.01
N -1.87195 -0.99147 -0.61112 0.38 -0.27 0.12 0.11
C -3.15558 -0.45284 -0.75764 0.07 0.00 -0.06 -0.18
C -4.23976 -1.20374 -1.19969 -0.33 -0.06 -0.22 0.01
C -5.48318 -0.59639 -1.34054 0.19 -0.19 -0.01 -0.02
C -5.64734 0.75047 -1.05724 -0.03 0.08 0.01 -0.02
C -4.56338 1.52888 -0.67160 0.19 -0.10 -0.02 0.03
C -3.32594 0.92257 -0.55006 -0.31 0.24 -0.05 -0.15
N -2.14356 1.59159 -0.18897 -0.29 -0.98 0.78 -0.04
N -2.15610 2.78954 0.11097 0.22 0.27 -0.30 0.18
C -0.87136 3.21090 0.47667 -0.30 0.14 0.35 -0.26
C -0.63503 4.54158 0.74674 0.14 -0.18 0.04 0.04
C 0.64757 4.89795 1.14865 0.07 -0.01 0.00 -0.01
C 1.61434 3.91703 1.27196 -0.10 0.18 0.07 0.01
C 1.29699 2.59749 0.98015 -0.03 -0.15 0.08 -0.04
N 0.07565 2.25238 0.59312 0.64 0.17 -0.08 0.01
H -1.00158 -5.92812 0.59325 0.00 -0.01 -0.01 0.13
H 0.74917 -4.61234 -0.54297 0.00 0.01 -0.01 0.13
H 0.33935 -2.21576 -1.07404 -0.04 -0.05 -0.03 0.08
H -3.57296 -2.54076 0.81933 0.05 -0.04 0.01 0.14
H -3.13371 -4.92959 1.28256 -0.01 0.02 0.02 0.13
H -4.09413 -2.23096 -1.50799 -0.04 0.03 0.02 0.13
H -6.32160 -1.17783 -1.69759 0.00 -0.02 0.01 0.12
H -6.62027 1.20937 -1.16388 -0.01 0.00 0.00 0.12
H -4.67075 2.58519 -0.47246 0.03 0.01 0.01 0.13
H -1.43634 5.25739 0.64648 -0.03 -0.01 0.00 0.13
H 0.88112 5.93080 1.36604 0.01 0.00 0.00 0.13
H 2.61993 4.15448 1.58585 0.01 0.01 -0.01 0.13
H 2.02889 1.80555 1.02822 -0.02 0.02 -0.04 0.11
O 4.14235 0.06045 -3.15886 -0.08 -0.02 -0.11 0.08
C 4.60318 0.15933 -1.88698 0.04 0.01 0.25 -0.26
C 5.93557 0.43327 -1.59085 -0.16 -0.03 0.00 -0.01
C 6.34293 0.53476 -0.27086 0.03 0.01 0.00 -0.08
C 5.43258 0.37102 0.76232 -0.01 0.01 0.06 -0.08
C 4.10365 0.10891 0.46216 0.04 0.00 0.05 -0.04
C 3.68001 -0.00292 -0.85300 -0.01 -0.13 -0.36 -0.08
C 2.23203 -0.33019 -1.13806 0.45 -0.31 -0.32 -0.56
O 1.88604 -1.43639 -1.53465 0.18 0.17 0.12 0.04
O 1.44399 0.66003 -0.89796 -0.14 -0.48 0.49 -0.13
H 4.87183 0.16564 -3.77732 0.02 0.00 -0.03 0.11
H 6.64978 0.56530 -2.39538 0.00 0.00 -0.02 0.12
H 7.38204 0.74106 -0.05164 0.00 0.00 0.01 0.11
H 5.75748 0.43625 1.79158 -0.01 0.00 0.00 0.10
H 3.38459 -0.04683 1.25987 0.02 -0.02 0.03 0.12
F -1.42637 0.34391 2.31679 -0.03 -0.11 0.17 0.05
B -0.80860 -0.89011 2.69422 -0.07 -0.02 0.02 -1.23
F -0.14166 -0.77239 3.87226 0.04 0.01 0.05 0.18
F -1.79023 -1.88670 2.69876 -0.05 -0.06 -0.05 0.13
F 0.11975 -1.21923 1.62313 0.04 0.09 0.08 0.03
```
Forces are in eV/Å.

Properties
- energy above the lowest of the compared OMol25 structures with the same formula, charge and spin (kcal per mole) = 25.25
- calculated total energy (eV) = -52305.829
- largest force on an atom (hartree/bohr) = 0.0457
- orbital gap (eV) = 3.71
- highest occupied orbital energy (eV) = -10.457
- multiplicity = 1
- charge = +1

---

# 3
C5H8O | ωB97M-V/def2-TZVPD

Structure (XYZ):
```
14
Properties=species:S:1:pos:R:3:forces:R:3:lowdin_charge:R:1
C -0.32774 -0.69726 1.24564 -0.45 0.50 -0.31 0.01
C -0.80753 1.11594 0.54512 -0.31 0.02 -0.32 -0.02
C -0.32710 0.46325 -0.74758 -0.34 0.07 -0.23 -0.33
O 1.03854 0.75830 -1.04789 0.11 0.25 -0.10 -0.08
C 1.45775 -0.56547 -0.64246 0.25 -0.27 0.09 -0.13
C 0.02780 -0.92048 -0.22543 -0.04 -0.02 -0.03 -0.28
H -0.20545 0.43872 1.56700 0.69 -0.44 0.64 0.05
H -1.34516 -1.04908 1.43812 0.11 0.23 0.18 0.06
H -0.27559 2.05346 0.78184 -0.03 -0.53 0.16 0.12
H -1.87618 1.25344 0.67848 -0.01 -0.09 -0.16 0.10
H -0.99801 0.62817 -1.59352 0.09 0.01 -0.12 0.14
H 2.18987 -0.53768 0.17176 -0.08 0.02 -0.09 0.12
H 1.86369 -1.13162 -1.48970 -0.08 0.12 0.09 0.12
H -0.41490 -1.80969 -0.68138 0.08 0.14 0.20 0.14
```
Forces are in eV/Å.

Properties
- energy above the lowest of the compared OMol25 structures with the same formula, charge and spin (kcal per mole) = 126.41
- calculated total energy (eV) = -7356.774
- largest force on an atom (hartree/bohr) = 0.0202
- orbital gap (eV) = 8.90
- highest occupied orbital energy (eV) = -8.002
- multiplicity = 1